{"formula": "C31H34GaGeN2O3", "method": "the ωB97M-V functional and the def2-TZVPD basis", "homo_lumo_gap_ev": [8.066, 7.222], "de_lowest_ev": 0.000, "fmax_ev_per_a": 0.209, "homo_ev": [-13.65, -14.34], "e_lumo_ev": [-5.5859, -7.1161], "spin_multiplicity": 2, "charge": 2, "elements": ["Ga", "O", "C", "C", "C", "C", "C", "C", "C", "C", "N", "H", "H", "H", "H", "H", "H", "H", "H", "H", "H", "H", "O", "C", "N", "C", "C", "C", "C", "C", "C", "Ge", "C", "C", "C", "C", "C", "C", "C", "C", "C", "C", "C", "C", "H", "H", "H", "H", "H", "H", "H", "H", "H", "H", "H", "H", "H", "H", "H", "C", "C", "C", "O", "C", "H", "H", "H", "H", "H", "H", "H", "H"], "xyz": [[-0.720681, -0.021312, 1.310166], [-2.307081, 0.201037, -0.109011], [-3.408424, 1.149478, -0.069438], [-2.952558, 2.545326, -0.444517], [-1.679370, 2.993736, 0.288402], [-1.805127, 2.814440, 1.773656], [-2.301023, 3.822363, 2.586307], [-2.506569, 3.589192, 3.934328], [-2.211358, 2.338219, 4.460013], [-1.701439, 1.381858, 3.615899], [-1.496557, 1.610366, 2.302214], [-2.088210, -0.013220, -1.035647], [-3.802372, 1.103267, 0.944134], [-4.186976, 0.797565, -0.744158], [-3.772829, 3.234267, -0.230011], [-2.764334, 2.599640, -1.518035], [-1.476630, 4.037941, 0.056077], [-0.824399, 2.424966, -0.081685], [-2.526075, 4.786554, 2.150700], [-2.897054, 4.372491, 4.570529], [-2.367645, 2.110158, 5.504390], [-1.442172, 0.392751, 3.975323], [2.298670, 1.728085, -0.102640], [1.458405, 0.947808, -0.222638], [0.542339, 0.137476, -0.318064], [-3.337296, 0.008152, -4.147401], [-3.214260, -1.294116, -3.685063], [-2.072669, -1.680804, -2.992529], [-1.046622, -0.762653, -2.754278], [-1.181603, 0.548408, -3.230494], [-2.319460, 0.930336, -3.925008], [0.551946, -1.266383, -1.800576], [0.399956, -2.835751, -0.705476], [-0.783188, -3.082687, 0.002011], [-0.882410, -4.175682, 0.851724], [0.198656, -5.035499, 0.996843], [1.371129, -4.808970, 0.290409], [1.473796, -3.712956, -0.556186], [2.212098, -0.882725, -2.659917], [3.417399, -0.998258, -1.959348], [4.617001, -0.691480, -2.579898], [4.622999, -0.272313, -3.904271], [3.434457, -0.159348, -4.609777], [2.229787, -0.461734, -3.991160], [-4.222260, 0.304288, -4.695234], [-3.998504, -2.014421, -3.876397], [-1.978505, -2.705842, -2.653621], [-0.388072, 1.272559, -3.072908], [-2.409289, 1.939269, -4.306493], [-1.653705, -2.450513, -0.138499], [-1.804048, -4.368172, 1.385154], [0.120058, -5.894212, 1.650267], [2.204398, -5.491197, 0.392953], [2.390329, -3.553415, -1.112177], [3.424258, -1.338664, -0.928376], [5.548641, -0.783835, -2.037862], [5.561287, -0.039329, -4.389646], [3.445776, 0.160454, -5.642896], [1.306762, -0.379711, -4.553430], [2.853096, -0.383826, 3.784138], [2.928773, 1.136646, 3.650708], [1.512874, 1.501737, 3.249244], [1.040514, 0.347937, 2.476843], [1.996796, -0.756179, 2.591923], [2.361072, -0.669801, 4.714613], [3.828567, -0.863740, 3.747985], [3.630076, 1.411688, 2.861359], [3.228420, 1.639284, 4.567478], [1.443948, 2.384922, 2.616601], [0.858277, 1.617136, 4.114744], [2.584818, -0.790742, 1.671825], [1.433399, -1.682313, 2.695805]], "atomic_forces_ev_per_a": [[-0.1, 0.0, 0.0], [-0.1, 0.0, 0.0], [0.0, 0.0, 0.0], [0.0, 0.0, -0.1], [0.0, -0.1, 0.1], [0.0, -0.1, 0.0], [0.0, 0.0, 0.0], [0.0, 0.0, 0.0], [0.0, 0.0, 0.0], [0.0, 0.0, -0.1], [0.0, 0.1, 0.0], [0.0, 0.0, 0.0], [0.0, 0.0, 0.0], [0.0, 0.0, 0.0], [0.0, 0.0, 0.0], [0.0, 0.0, 0.0], [0.0, 0.0, 0.0], [0.0, 0.0, 0.0], [0.0, 0.0, 0.0], [0.0, 0.0, 0.0], [0.0, 0.0, 0.0], [0.0, 0.0, 0.0], [0.0, -0.1, 0.0], [0.1, 0.1, 0.0], [-0.2, 0.0, 0.0], [0.0, 0.0, 0.0], [0.0, 0.0, 0.0], [0.0, 0.0, 0.0], [0.0, 0.1, 0.0], [0.0, 0.0, 0.0], [0.0, 0.0, 0.0], [0.0, -0.1, 0.1], [-0.1, -0.1, 0.1], [0.0, 0.0, 0.0], [0.0, 0.0, 0.0], [0.0, 0.0, 0.0], [0.0, 0.0, 0.0], [0.0, 0.0, 0.0], [0.1, 0.1, -0.1], [0.0, 0.0, 0.0], [0.0, 0.0, 0.0], [0.0, 0.0, 0.0], [0.0, 0.0, 0.0], [0.0, 0.0, 0.0], [0.0, 0.0, 0.0], [0.0, 0.0, 0.0], [0.0, 0.0, 0.0], [0.0, 0.0, 0.0], [0.0, 0.0, 0.0], [0.0, 0.0, 0.0], [0.0, 0.0, 0.0], [0.0, 0.0, 0.0], [0.0, 0.0, 0.0], [0.0, 0.0, 0.0], [0.0, 0.0, 0.0], [0.0, 0.0, 0.0], [0.0, 0.0, 0.0], [0.0, 0.0, 0.0], [0.0, 0.0, 0.0], [0.0, 0.0, 0.0], [0.0, 0.0, -0.1], [0.0, 0.0, 0.1], [-0.1, -0.1, -0.1], [0.1, 0.0, 0.0], [0.0, 0.0, 0.0], [0.0, 0.0, 0.0], [0.0, 0.0, 0.0], [0.0, 0.0, 0.0], [0.0, 0.0, 0.0], [0.1, 0.0, 0.0], [0.0, 0.0, 0.0], [0.0, 0.0, 0.0]]}